9 unconnected molecules or ions with the total composition C36H68Br16N5O2S, computed with the ωB97M-V functional and the def2-TZVPD basis.

Structure (XYZ):
```
128
Properties=species:S:1:pos:R:3
C 3.939 0.720 2.492
C 3.144 -0.098 1.527
C 3.377 -1.476 1.363
C 2.624 -2.235 0.458
C 1.629 -1.619 -0.309
C 0.786 -2.417 -1.247
N -0.498 -2.840 -0.563
C -0.492 -4.310 -0.214
C -1.892 -4.758 0.163
C -1.929 -6.033 1.010
C -0.839 -6.206 2.066
C -0.882 -5.145 3.174
S -0.745 -5.867 4.839
N -2.658 -3.659 0.734
C -2.919 -2.583 -0.226
C -3.166 -1.284 0.549
C -4.593 -0.715 0.464
N -4.618 0.348 1.453
N -5.584 -1.764 0.679
N -4.858 -0.065 -0.832
C -1.758 -2.433 -1.257
C -1.932 -3.150 -2.591
C -3.256 -2.779 -3.265
C -4.385 -3.751 -3.114
O -5.486 -3.411 -2.853
O -4.058 -5.033 -3.381
C 1.396 -0.237 -0.160
C 2.148 0.511 0.746
H 4.660 0.120 3.029
H 3.259 1.142 3.230
H 4.424 1.541 1.977
H 4.147 -1.942 1.959
H 2.834 -3.290 0.358
H 0.515 -1.805 -2.100
H 1.302 -3.296 -1.617
H -0.507 -2.343 0.328
H 0.240 -4.408 0.580
H -0.116 -4.816 -1.094
H -2.404 -4.992 -0.767
H -2.886 -6.011 1.523
H -1.955 -6.911 0.370
H 0.141 -6.227 1.594
H -0.979 -7.181 2.517
H -1.803 -4.577 3.155
H -0.029 -4.481 3.090
H 0.443 -5.366 5.167
H -2.181 -3.289 1.548
H -3.842 -2.834 -0.746
H -2.528 -0.478 0.194
H -2.931 -1.424 1.602
H -4.362 0.012 2.369
H -5.531 0.782 1.490
H -6.223 -1.753 -0.109
H -6.160 -1.522 1.475
H -4.283 -0.482 -1.553
H -4.499 0.881 -0.746
H -1.648 -1.374 -1.473
H -1.835 -4.226 -2.516
H -1.130 -2.837 -3.255
H -3.049 -2.728 -4.333
H -3.625 -1.805 -2.975
H -4.224 -5.596 -2.609
H 0.636 0.230 -0.770
H 1.959 1.569 0.847
Br 7.675 2.406 2.496
C 6.651 3.530 3.719
C 6.736 3.029 5.141
Br 5.600 1.476 5.447
H 5.630 3.561 3.353
H 7.097 4.518 3.635
H 6.376 3.784 5.835
H 7.747 2.742 5.409
Br -9.729 3.154 2.885
C -9.342 2.080 1.315
C -9.585 0.615 1.560
Br -8.188 -0.182 2.661
H -8.312 2.286 1.042
H -10.005 2.442 0.534
H -9.571 0.065 0.623
H -10.520 0.431 2.078
Br 5.338 3.673 -2.432
C 6.974 3.335 -1.436
C 7.539 1.974 -1.730
Br 6.474 0.603 -0.856
H 6.723 3.447 -0.386
H 7.669 4.119 -1.731
H 8.543 1.887 -1.322
H 7.553 1.738 -2.789
Br 2.392 5.206 0.510
C 2.210 6.686 -0.743
C 3.542 7.140 -1.273
Br 4.537 8.169 0.040
H 1.682 7.471 -0.211
H 1.586 6.309 -1.550
H 3.406 7.805 -2.122
H 4.177 6.308 -1.562
Br -1.222 7.516 0.775
C -0.739 7.047 2.597
C -0.192 8.233 3.343
Br 1.616 8.654 2.764
H -0.014 6.242 2.525
H -1.651 6.681 3.062
H -0.123 8.013 4.406
H -0.787 9.126 3.192
Br 6.217 10.462 -3.334
C 7.886 10.045 -2.431
C 8.439 8.714 -2.866
Br 7.434 7.248 -2.078
H 7.680 10.075 -1.367
H 8.574 10.844 -2.695
H 9.463 8.593 -2.522
H 8.398 8.580 -3.942
Br -5.530 -5.247 0.685
C -6.922 -5.472 -0.654
C -7.187 -6.927 -0.927
Br -5.756 -7.720 -1.989
H -6.589 -4.941 -1.539
H -7.809 -4.988 -0.251
H -8.093 -7.050 -1.516
H -7.257 -7.515 -0.019
Br 1.378 -5.904 -3.250
C 1.405 -4.538 -4.639
C 2.810 -4.124 -4.981
Br 3.552 -2.986 -3.587
H 0.824 -3.699 -4.268
H 0.900 -4.980 -5.494
H 2.819 -3.528 -5.890
H 3.478 -4.971 -5.092
```

Values from the calculation:
Orbital gap in hartree: 0.3366
Max |F| in Eh/bohr: 0.0321
Charge: +1
Spin multiplicity: 1
Energy in hartree: -43419.0362


A molecular structure, C36H68F13LiMgN4NaO11P, computed with the ωB97M-V functional and the def2-TZVPD basis.

Structure (XYZ):
```
136
Properties=species:S:1:pos:R:3
C -0.758 -4.061 -0.937
C -2.249 -3.945 -0.727
C -2.707 -2.450 -0.574
C -2.876 -2.013 0.892
C -3.611 -0.657 1.009
C -2.631 0.531 1.330
C -2.312 1.266 0.031
C -1.070 2.196 0.090
C 0.143 1.573 -0.609
C 1.280 1.229 0.380
C 2.640 1.225 -0.324
C 2.665 0.131 -1.401
C 2.421 0.643 -2.836
C 1.241 -0.143 -3.419
C 0.590 0.600 -4.580
C -0.483 -0.176 -5.345
P -2.032 -0.702 -4.319
C -1.686 -2.612 -4.455
C -2.507 1.174 -4.083
F -2.496 1.861 -5.229
F -1.740 1.771 -3.167
C -3.933 1.335 -3.514
F -4.841 0.754 -4.207
F -4.212 2.617 -3.436
F -3.967 0.914 -2.274
H -0.441 -5.092 -0.889
H -0.494 -3.680 -1.925
H -0.238 -3.435 -0.226
H -2.726 -4.368 -1.636
H -2.517 -4.503 0.159
H -3.602 -2.222 -1.191
H -1.910 -1.847 -0.993
H -1.911 -1.990 1.369
H -3.481 -2.751 1.410
H -4.378 -0.662 1.768
H -4.067 -0.438 0.043
H -3.121 1.192 2.031
H -1.729 0.097 1.736
H -2.149 0.536 -0.754
H -3.162 1.882 -0.237
H -1.339 3.098 -0.449
H -0.848 2.527 1.092
H 0.528 2.215 -1.390
H -0.202 0.663 -1.093
H 1.308 2.006 1.129
H 1.061 0.288 0.868
H 2.863 2.182 -0.781
H 3.392 0.997 0.415
H 3.620 -0.384 -1.383
H 1.915 -0.582 -1.091
H 2.050 1.655 -2.762
H 3.306 0.551 -3.453
H 1.482 -1.183 -3.666
H 0.533 -0.157 -2.610
H 0.259 1.581 -4.286
H 1.423 0.808 -5.277
H -0.807 0.399 -6.203
H 0.002 -1.060 -5.766
H -1.327 -0.735 -3.059
H -3.251 -1.068 -3.589
H -2.784 -0.763 -5.569
H -0.671 -2.901 -4.183
H -1.884 -3.034 -5.439
H -2.341 -3.018 -3.668
Mg -3.502 -4.004 -3.133
C 4.200 -0.966 4.730
C 4.370 -0.495 3.312
O 3.419 -0.295 2.563
N 5.638 -0.287 2.875
C 6.878 -0.464 3.611
H 3.140 -1.081 4.939
H 4.693 -1.928 4.876
H 4.612 -0.232 5.424
H 5.688 0.032 1.921
H 7.403 0.491 3.645
H 7.503 -1.192 3.091
H 6.697 -0.805 4.623
C -4.466 6.173 -3.334
C -4.641 4.922 -2.479
C -4.611 5.214 -0.976
C -3.312 5.716 -0.533
N -2.288 6.100 -0.185
H -3.495 6.637 -3.169
H -4.537 5.921 -4.390
H -5.238 6.911 -3.112
H -3.866 4.196 -2.732
H -5.600 4.459 -2.720
H -4.833 4.298 -0.425
H -5.388 5.935 -0.717
C -2.952 8.038 -7.014
N -3.401 8.932 -5.909
O -3.198 10.122 -6.031
O -3.941 8.397 -4.963
H -2.492 8.645 -7.784
H -2.240 7.335 -6.593
H -3.829 7.524 -7.394
C 2.940 -5.264 2.613
C 1.584 -4.823 3.180
C 1.625 -3.672 4.170
F 2.354 -4.015 5.265
F 0.372 -3.386 4.579
F 0.956 -5.888 3.715
F 0.833 -4.412 2.123
O 3.539 -6.383 3.230
C 4.289 -6.175 4.358
C 3.682 -6.873 5.571
F 2.441 -6.406 5.809
F 4.442 -6.619 6.664
F 4.476 -4.856 4.582
F 5.510 -6.713 4.125
H 2.743 -5.588 1.592
H 3.635 -4.428 2.524
H 2.052 -2.774 3.710
H 3.632 -7.952 5.409
N -4.579 -3.801 4.172
O -5.256 -4.639 4.784
O -4.734 -2.581 4.385
O -3.737 -4.175 3.316
Na -5.038 -3.646 -1.432
C -7.390 -5.555 -1.551
O -7.937 -4.564 -1.055
O -6.490 -6.245 -0.998
O -7.626 -6.014 -2.708
C 7.385 4.455 5.738
C 6.527 3.327 5.186
C 5.068 3.745 5.075
O 6.638 2.178 6.028
H 7.055 4.733 6.743
H 8.426 4.139 5.818
H 7.337 5.338 5.100
H 6.898 3.032 4.204
H 4.666 4.001 6.059
H 4.464 2.925 4.684
H 4.951 4.607 4.418
H 6.314 2.419 6.903
Li 1.739 -1.577 -6.418
```

Values from the calculation:
Orbital gap in hartree: 0.0778
Max |F| in Eh/bohr: 0.0658
Spin multiplicity: 1
Energy in hartree: -4468.0052


A molecular structure, C36H68F3N7O3Si2, computed with the ωB97M-V functional and the def2-TZVPD basis.

Structure (XYZ):
```
119
Properties=species:S:1:pos:R:3
C 1.429 -3.538 2.175
C 1.446 -2.624 0.944
C 0.461 -3.151 -0.108
C -0.305 -2.067 -0.855
O -0.833 -1.036 -0.016
Si -1.975 -1.565 1.070
O -3.224 -0.467 1.253
Si -4.489 -1.034 2.217
C -6.140 -0.552 1.442
C -6.285 -1.101 0.013
O -5.693 -2.389 -0.093
C -6.553 -3.431 -0.456
C -6.437 -4.543 0.572
F -6.451 -4.105 1.789
F -7.437 -5.376 0.453
F -5.320 -5.208 0.420
H 0.455 -3.568 2.649
H 2.185 -3.209 2.881
H 1.708 -4.539 1.853
H 1.173 -1.631 1.280
H 2.448 -2.597 0.528
H -0.202 -3.917 0.288
H 1.063 -3.662 -0.857
H 0.376 -1.593 -1.556
H -1.070 -2.532 -1.476
H -2.473 -2.911 0.711
H -1.314 -1.699 2.383
H -4.382 -2.484 2.459
H -4.396 -0.363 3.533
H -6.184 0.537 1.394
H -6.970 -0.884 2.064
H -5.716 -0.435 -0.628
H -7.331 -1.068 -0.280
H -6.223 -3.857 -1.402
H -7.602 -3.155 -0.526
C -4.304 0.303 7.301
C -2.903 0.902 7.292
C -2.239 0.843 5.909
C -2.116 -0.554 5.474
N -2.018 -1.633 5.120
H -4.286 -0.760 7.058
H -4.755 0.401 8.289
H -4.951 0.811 6.581
H -2.291 0.396 8.029
H -2.958 1.949 7.601
H -1.248 1.294 5.945
H -2.830 1.388 5.171
C -1.604 3.867 2.530
C -2.233 5.243 2.724
C -1.993 5.818 4.124
C -2.575 4.942 5.148
N -3.028 4.242 5.926
H -2.036 3.130 3.210
H -1.773 3.509 1.515
H -0.526 3.900 2.702
H -3.306 5.177 2.535
H -1.820 5.934 1.986
H -2.446 6.805 4.214
H -0.924 5.919 4.319
C -0.968 -7.266 -2.018
C -1.005 -8.129 -0.761
C -0.100 -7.595 0.353
C 1.300 -7.564 -0.103
N 2.382 -7.554 -0.461
H 0.031 -7.242 -2.456
H -1.647 -7.662 -2.773
H -1.268 -6.239 -1.798
H -0.709 -9.149 -1.016
H -2.030 -8.176 -0.388
H -0.170 -8.230 1.236
H -0.403 -6.586 0.638
C 3.215 0.735 -3.694
C 3.139 0.044 -5.050
C 1.718 -0.391 -5.421
C 1.194 -1.346 -4.436
N 0.787 -2.080 -3.664
H 2.911 0.067 -2.886
H 4.237 1.053 -3.486
H 2.574 1.618 -3.667
H 3.799 -0.826 -5.045
H 3.501 0.722 -5.825
H 1.709 -0.866 -6.402
H 1.052 0.472 -5.461
C 6.893 2.624 -7.972
C 6.428 1.186 -8.177
C 5.237 1.069 -9.136
C 4.079 1.810 -8.619
N 3.185 2.383 -8.217
H 6.112 3.235 -7.517
H 7.753 2.657 -7.312
H 7.178 3.083 -8.920
H 6.162 0.754 -7.210
H 7.255 0.594 -8.574
H 4.950 0.025 -9.262
H 5.496 1.468 -10.117
C 9.733 5.158 -11.001
C 8.981 6.395 -10.522
C 9.359 6.807 -9.095
C 9.046 5.731 -8.145
N 8.802 4.886 -7.421
H 9.499 4.286 -10.388
H 9.457 4.918 -12.028
H 10.812 5.318 -10.970
H 7.907 6.205 -10.575
H 9.192 7.227 -11.195
H 8.809 7.700 -8.800
H 10.424 7.030 -9.030
C -4.953 1.672 12.141
C -3.546 2.260 12.138
C -2.872 2.184 10.764
C -2.745 0.789 10.327
N -2.651 -0.297 10.010
H -4.942 0.609 11.894
H -5.406 1.773 13.127
H -5.593 2.184 11.420
H -2.935 1.734 12.874
H -3.592 3.305 12.448
H -1.876 2.626 10.802
H -3.455 2.731 10.020
```

Values from the calculation:
Orbital gap in hartree: 0.3738
Max |F| in Eh/bohr: 0.0497
Spin multiplicity: 1
Energy in hartree: -2900.1568